ORCA calculation (wB97M-V/def2-TZVPD) on C29H32FN3O5S2 in the gas phase in a non-equilibrium geometry.

The geometry in XYZ format:
```
72
Properties=species:S:1:pos:R:3:forces:R:3
C -4.237 -3.973 -1.392 -0.18 0.01 -0.15
H -3.861 -3.996 -2.419 0.00 0.01 0.03
H -4.869 -3.092 -1.251 0.02 0.00 -0.01
O -3.184 -4.008 -0.456 0.25 -0.03 0.20
C -2.269 -3.010 -0.463 0.19 0.13 0.10
C -1.244 -3.118 0.482 -0.22 -0.09 -0.05
C -0.271 -2.149 0.573 -0.06 0.09 -0.20
C -0.304 -1.048 -0.277 -0.30 -0.33 -0.03
C -1.302 -0.948 -1.234 0.23 -0.01 0.19
C -2.283 -1.918 -1.327 -0.18 -0.27 -0.06
H -3.054 -1.808 -2.071 -0.11 -0.02 -0.05
H -1.328 -0.092 -1.890 0.00 0.09 -0.05
N 0.687 -0.031 -0.164 -0.01 -0.11 -0.32
C 0.751 0.770 0.909 -0.08 0.00 0.16
O 1.654 1.575 1.112 0.13 0.05 0.17
C -0.392 0.688 1.885 0.16 0.70 0.18
H -0.096 0.126 2.772 -0.02 0.03 0.02
H -1.308 0.267 1.480 -0.07 0.14 0.10
S -0.679 2.417 2.493 0.39 -0.28 -1.10
O -1.971 2.325 3.200 -0.94 0.01 0.96
C -1.127 3.174 0.859 0.47 -0.20 0.26
C -2.109 2.347 0.055 -0.06 0.05 0.43
O -1.917 2.086 -1.115 -0.01 0.05 -0.36
N -3.175 1.937 0.784 -0.04 0.23 0.28
C -4.174 1.045 0.384 -0.24 -0.31 -0.26
C -4.880 0.379 1.385 0.12 0.10 -0.17
C -5.870 -0.527 1.060 -0.14 -0.11 -0.23
C -6.150 -0.755 -0.276 0.12 0.08 0.00
C -5.470 -0.098 -1.284 -0.25 -0.19 0.20
C -4.478 0.806 -0.953 0.04 0.11 0.04
H -3.937 1.323 -1.727 0.02 0.02 -0.03
H -5.722 -0.292 -2.315 -0.04 -0.03 -0.10
F -7.110 -1.649 -0.604 0.04 0.04 0.02
H -6.422 -1.052 1.823 -0.07 -0.06 0.07
H -4.646 0.574 2.421 0.04 0.00 0.12
H -3.124 2.114 1.792 0.12 0.06 -0.19
H -0.206 3.320 0.298 -0.02 0.01 -0.07
H -1.562 4.141 1.113 0.05 0.00 0.12
C 1.707 0.009 -1.220 0.25 -0.12 -0.11
C 2.050 1.410 -1.620 0.34 0.27 -0.28
C 1.179 2.381 -2.009 0.11 -0.31 0.01
C 1.823 3.588 -2.363 0.11 0.14 -0.04
C 3.172 3.509 -2.255 0.24 -0.28 0.08
S 3.689 1.966 -1.704 -0.53 0.36 -0.18
H 3.904 4.264 -2.462 0.12 0.20 -0.06
H 1.297 4.468 -2.688 -0.06 0.18 -0.06
H 0.112 2.247 -2.034 -0.20 -0.07 0.04
H 1.271 -0.516 -2.078 0.19 0.06 0.26
C 2.944 -0.816 -0.790 -0.55 0.22 -0.13
O 3.233 -1.843 -1.367 0.12 -0.35 -0.24
N 3.595 -0.289 0.255 0.19 0.20 0.45
H 3.235 0.574 0.648 -0.06 -0.08 -0.09
C 4.801 -0.857 0.839 -0.02 -0.43 -0.31
C 5.934 -0.916 -0.187 0.14 0.17 0.23
C 7.198 -1.479 0.454 -0.08 -0.17 -0.21
C 6.932 -2.869 1.024 0.12 0.18 0.26
C 5.799 -2.816 2.045 -0.08 -0.17 -0.20
C 4.533 -2.253 1.407 0.13 0.15 0.26
H 3.729 -2.199 2.146 -0.06 0.01 -0.03
H 4.208 -2.902 0.593 -0.06 0.00 0.00
H 6.096 -2.182 2.885 0.04 -0.01 0.10
H 5.600 -3.816 2.434 0.01 0.02 0.09
H 7.837 -3.260 1.493 0.01 -0.07 -0.05
H 6.652 -3.543 0.212 0.02 -0.09 -0.05
H 7.528 -0.814 1.257 0.09 0.04 0.04
H 7.996 -1.527 -0.289 0.06 0.07 0.04
H 6.118 0.085 -0.582 -0.02 0.01 -0.05
H 5.621 -1.556 -1.013 -0.02 0.02 -0.05
H 5.091 -0.187 1.656 -0.02 -0.03 -0.04
H 0.523 -2.239 1.299 0.12 -0.02 0.09
H -1.236 -3.977 1.132 0.00 -0.11 0.09
H -4.826 -4.870 -1.204 0.01 0.08 -0.05
```
Forces are in eV/Å.

gap between HOMO and LUMO	9.15	eV
LUMO level	0.01729	hartree

Atom charges from the Mulliken analysis, given in e for atoms 1 to 2: number 1, C, carries -0.622; number 2, H, carries 0.335

---

ORCA calculation (wB97M-V/def2-TZVPD) on C29H32IrN2O3PS as an isolated structure in a non-equilibrium geometry.

The geometry in XYZ format:
```
69
Properties=species:S:1:pos:R:3:forces:R:3
Ir -0.089 0.281 0.009 0.46 -0.79 -0.66
N -0.651 3.378 -0.118 -0.02 0.00 0.22
P 0.673 2.422 -0.500 0.09 0.14 -0.09
C 0.840 2.384 -2.293 0.13 0.34 -0.03
C 0.018 3.198 -3.072 -0.04 -0.01 0.02
C 0.225 3.285 -4.441 -0.03 -0.05 0.03
C 1.245 2.558 -5.033 0.00 0.01 -0.06
C 2.053 1.732 -4.263 -0.01 -0.05 0.02
C 1.856 1.640 -2.896 -0.06 0.08 -0.04
C 1.967 3.506 0.148 -0.06 0.04 -0.22
C 2.998 3.189 1.011 -0.10 0.18 0.12
C 3.908 4.167 1.394 -0.02 -0.10 0.08
C 3.797 5.457 0.908 0.03 0.05 0.01
C 2.772 5.779 0.030 -0.03 0.05 -0.02
C 1.860 4.814 -0.351 0.08 -0.03 -0.10
C -1.874 2.781 -0.177 0.07 -0.04 -0.15
C -3.055 3.510 -0.044 0.10 -0.02 -0.07
C -4.247 2.873 -0.264 -0.09 0.06 0.00
C -4.225 1.541 -0.663 0.03 -0.15 -0.06
C -3.029 0.880 -0.736 0.27 0.06 -0.31
N -1.828 1.455 -0.434 -0.64 0.52 0.45
H -0.552 4.303 0.271 0.00 0.01 -0.02
H -0.784 3.767 -2.619 0.03 0.05 0.00
H -0.407 3.924 -5.042 -0.02 0.00 0.00
H 1.409 2.633 -6.099 0.01 -0.01 0.00
H 2.842 1.162 -4.732 0.01 -0.01 0.00
H 2.488 0.998 -2.301 0.06 -0.02 0.05
H 3.083 2.189 1.379 0.04 -0.26 0.15
H 4.708 3.920 2.079 0.01 -0.03 0.01
H 4.509 6.214 1.207 0.01 -0.01 0.01
H 2.687 6.782 -0.366 -0.01 0.01 0.00
H 1.090 5.083 -1.065 0.02 -0.02 -0.04
H -3.005 4.563 0.192 0.04 0.01 0.01
H -5.180 3.413 -0.175 -0.01 -0.01 0.02
H -5.132 1.013 -0.916 0.00 -0.01 -0.03
H -3.002 -0.140 -1.065 -0.01 -0.01 -0.05
C -3.419 -2.447 0.478 0.03 -0.10 0.09
C -1.966 -2.128 0.329 -0.05 -0.05 0.15
O -1.678 -0.905 0.370 -0.40 0.51 0.44
C -0.976 -3.126 0.160 -0.13 -0.08 -0.08
C -1.296 -4.503 0.090 0.13 -0.05 -0.03
C -0.307 -5.437 -0.056 -0.02 0.17 0.02
C 1.027 -5.002 -0.141 -0.03 -0.09 0.01
C 1.367 -3.672 -0.078 -0.26 0.03 0.04
C 0.356 -2.708 0.077 0.34 0.11 0.01
O 0.735 -1.433 0.168 0.09 -1.23 0.17
H -3.994 -1.540 0.635 0.03 0.02 0.00
H -3.573 -3.112 1.329 0.00 -0.04 -0.03
H -3.774 -2.963 -0.416 -0.02 -0.02 0.02
H -2.330 -4.814 0.147 -0.02 0.00 0.01
H -0.543 -6.489 -0.106 0.00 -0.01 -0.01
H 1.815 -5.733 -0.268 0.00 -0.03 0.00
H 2.394 -3.358 -0.158 0.05 0.01 -0.02
C 5.277 1.081 0.188 -0.01 0.04 0.03
C 4.740 -0.319 0.013 -0.06 0.07 -0.12
S 3.045 -0.737 0.464 -0.25 -0.08 -0.28
O 2.154 0.464 -0.026 0.13 0.63 0.37
C 3.089 -0.750 2.289 0.08 0.28 0.06
C 1.967 -0.002 2.993 -0.16 -0.22 -0.07
H 6.328 1.083 -0.102 0.00 -0.01 -0.01
H 5.222 1.413 1.220 0.00 0.06 0.09
H 4.750 1.786 -0.449 -0.02 0.05 0.01
H 5.291 -1.046 0.617 0.00 -0.08 -0.05
H 4.810 -0.642 -1.027 0.00 -0.03 0.02
H 4.068 -0.377 2.588 0.00 0.01 0.04
H 3.035 -1.812 2.530 0.07 -0.02 -0.07
H 2.042 1.072 2.883 0.03 0.17 -0.05
H 2.018 -0.238 4.055 0.06 0.03 0.01
H 0.984 -0.320 2.642 0.06 0.01 0.00
```
Forces are in eV/Å.

ΔE to the lowest compared entry with this formula, charge and spin	58.99	kcal per mole
total charge	+2
gap between HOMO and LUMO	6.87	eV
LUMO level	-0.25376	hartree

Atom charges from the Mulliken analysis, given in e for atoms 1 to 2: number 1, Ir, carries 0.940; number 2, N, carries -0.050

---

ORCA calculation (wB97M-V/def2-TZVPD) on C29H32MnN4O4S4 as an isolated structure.

The geometry in XYZ format:
```
74
Properties=species:S:1:pos:R:3:forces:R:3
Mn -0.066 2.803 0.303 -0.09 -0.71 -0.16
S -5.928 0.196 3.281 -0.06 0.03 0.06
C -6.302 0.907 4.790 0.08 0.04 0.02
C -5.402 1.870 5.127 -0.07 -0.08 -0.08
C -4.395 2.041 4.144 -0.11 -0.12 -0.02
C -4.545 1.200 3.074 0.09 0.03 -0.03
C -3.716 1.089 1.874 0.10 0.07 -0.03
C -2.622 1.932 1.698 -0.06 -0.16 -0.18
N -1.839 1.886 0.620 -0.04 -0.01 0.10
C -2.099 0.961 -0.365 -0.04 0.02 -0.02
C -3.184 0.057 -0.254 0.11 -0.03 -0.06
C -3.341 -0.905 -1.323 0.04 0.07 0.03
C -2.499 -0.936 -2.376 0.03 0.08 0.03
C -1.398 -0.002 -2.502 -0.06 0.01 0.10
C -0.499 0.027 -3.544 -0.01 0.04 0.02
C 0.539 1.001 -3.570 0.05 0.07 0.13
C 0.623 1.887 -2.510 -0.13 -0.17 -0.04
N -0.213 1.858 -1.466 0.03 0.19 -0.05
C -1.243 0.941 -1.457 -0.02 -0.05 0.03
C 1.529 1.044 -4.644 -0.01 0.03 0.09
C 2.641 1.837 -4.759 -0.05 -0.09 -0.08
C 3.384 1.583 -5.939 -0.09 -0.06 -0.05
C 2.832 0.603 -6.704 0.02 0.04 0.09
S 1.407 -0.021 -5.992 0.04 0.02 -0.07
C -3.982 0.138 0.864 0.04 0.06 0.02
H -7.160 0.575 5.345 -0.09 -0.03 0.07
H -5.451 2.442 6.039 -0.02 0.04 0.08
H -3.598 2.759 4.237 0.11 0.09 0.00
H -2.346 2.670 2.439 0.00 0.04 0.03
H -4.162 -1.607 -1.260 -0.06 -0.05 0.00
H -2.641 -1.663 -3.164 -0.01 -0.06 -0.06
H -0.602 -0.687 -4.350 0.01 -0.03 -0.03
H 1.395 2.644 -2.462 0.02 0.03 -0.01
H 2.925 2.582 -4.034 0.02 0.08 0.09
H 4.284 2.112 -6.206 0.08 0.03 -0.03
H 3.180 0.216 -7.643 0.05 -0.05 -0.11
H -4.816 -0.545 0.965 -0.03 -0.02 0.02
O 2.340 4.499 2.105 0.02 0.03 0.01
S 1.228 4.758 1.253 -0.24 -0.09 -0.15
O 0.865 6.104 0.961 0.07 0.04 0.04
O 1.354 3.931 -0.082 0.20 0.27 0.05
O -0.039 3.956 1.747 0.16 0.27 0.19
C -0.667 -4.497 2.079 0.00 -0.02 0.02
C 0.437 -3.585 2.597 0.02 0.01 -0.01
C -0.046 -2.187 2.974 -0.04 0.03 0.02
C -0.720 -1.431 1.835 -0.12 0.10 0.07
N 0.116 -1.349 0.648 -0.02 0.01 -0.21
C 1.027 -0.399 0.411 0.22 -0.14 0.07
S 1.302 0.875 1.507 -0.10 0.23 0.10
N 1.751 -0.525 -0.704 -0.23 -0.13 -0.07
C 2.915 0.280 -1.041 0.04 0.18 -0.05
C 4.190 -0.149 -0.327 0.02 0.07 0.00
C 4.697 -1.553 -0.649 0.01 0.01 -0.03
C 3.931 -2.690 0.021 -0.02 -0.03 -0.01
H -0.297 -5.505 1.901 0.03 -0.06 0.00
H -1.092 -4.141 1.140 -0.02 0.04 -0.08
H -1.486 -4.565 2.795 -0.05 -0.01 0.06
H 1.232 -3.506 1.851 0.03 0.01 -0.03
H 0.902 -4.041 3.473 0.00 0.00 0.03
H 0.791 -1.589 3.336 0.03 0.02 0.00
H -0.764 -2.255 3.795 -0.03 0.00 0.03
H -0.960 -0.411 2.147 0.01 -0.14 -0.02
H -1.649 -1.910 1.527 -0.03 -0.02 0.05
H 0.039 -2.102 -0.020 -0.01 0.01 0.02
H 1.536 -1.295 -1.322 -0.01 0.06 0.02
H 2.687 1.322 -0.793 0.08 -0.13 -0.05
H 3.030 0.206 -2.125 0.06 0.04 0.03
H 4.043 -0.041 0.751 -0.01 0.00 0.01
H 4.955 0.580 -0.602 0.03 0.02 -0.01
H 5.739 -1.614 -0.331 0.03 0.01 0.02
H 4.710 -1.699 -1.733 0.00 -0.01 -0.05
H 3.786 -2.486 1.082 0.00 0.02 0.09
H 4.477 -3.628 -0.066 0.03 -0.06 -0.01
H 2.947 -2.854 -0.416 -0.06 0.00 -0.03
```
Forces are in eV/Å.

multiplicity	6
ΔE to the lowest compared entry with this formula, charge and spin	3.92	kcal per mole
gap between HOMO and LUMO (spin up / spin down)	4.97 / 6.89	eV
LUMO level (spin up / spin down)	-0.02604 / -0.04352	hartree
<S²>	8.82

Atom charges from the Mulliken analysis, given in e for atoms 1 to 2: number 1, Mn, carries 0.359; number 2, S, carries -0.196